17
Properties=species:S:1:pos:R:3 method="wB97M-V/def2-TZVPD" total_energy_ha=-472.1626 multiplicity=1 max_force_ev_per_a=4.5 homo_lumo_gap_ev=9.81
C -1.697 0.270 -0.372
C -0.887 1.344 -0.789
C 1.730 -0.271 -0.539
C -1.475 -0.530 0.796
C 0.022 -0.869 0.925
C 0.841 0.390 0.504
N -2.150 -0.874 -0.500
N 1.249 -1.605 -0.746
N 0.331 -1.961 -0.032
O 0.070 1.567 0.120
H -0.507 1.072 -1.751
H -1.481 2.309 -0.913
H 1.708 0.398 -1.419
H 2.859 -0.436 -0.228
H -2.105 -0.551 1.627
H 0.165 -0.998 1.979
H 1.327 0.746 1.339

213
Properties=species:S:1:pos:R:3 method="wB97M-V/def2-TZVPD" total_energy_ha=-3469.1936 multiplicity=1 max_force_ev_per_a=6.3 homo_lumo_gap_ev=8.23
O -3.428 0.339 3.726
H -2.717 0.863 4.095
H -3.781 -0.145 4.473
C 1.822 -3.570 6.975
C 0.684 -2.516 6.481
C 1.159 -1.775 5.130
C 0.859 -2.627 3.884
C -0.580 -3.024 3.850
C -1.133 -3.720 5.052
N -0.657 -3.138 6.394
O -1.114 -3.729 7.521
C -2.614 -3.421 5.023
C -0.904 -5.224 4.936
C 0.559 -1.316 7.459
H 2.726 -2.970 7.082
H 2.186 -4.232 6.190
H 1.462 -4.060 7.880
H 0.942 -0.716 4.987
H 2.239 -1.707 5.264
H 1.493 -3.502 4.033
H 1.137 -2.050 3.003
H -0.525 -3.690 2.989
H -1.168 -2.174 3.505
H -3.060 -3.991 4.208
H -3.108 -3.737 5.941
H -2.729 -2.345 4.884
H -0.801 -5.681 3.952
H 0.116 -5.457 5.242
H -1.572 -5.887 5.487
H -0.356 -0.768 7.234
H 1.543 -0.861 7.572
H 0.351 -1.851 8.386
H -0.510 -4.466 7.405
C 6.910 -0.599 0.611
C 5.876 -1.239 1.672
C 4.679 -1.778 0.737
C 3.799 -2.843 1.474
C 4.592 -3.946 2.119
C 5.660 -3.337 3.072
N 6.473 -2.272 2.463
O 7.429 -1.757 3.329
C 4.858 -2.835 4.339
C 6.568 -4.504 3.553
C 5.321 -0.140 2.510
H 6.656 0.445 0.425
H 6.955 -1.159 -0.323
H 7.932 -0.465 0.966
H 4.004 -0.957 0.491
H 5.022 -2.124 -0.238
H 3.119 -3.297 0.753
H 3.152 -2.300 2.162
H 4.952 -4.640 1.360
H 3.946 -4.555 2.753
H 4.570 -3.685 4.958
H 5.371 -2.186 5.049
H 3.921 -2.347 4.068
H 7.042 -5.138 2.804
H 7.390 -4.128 4.162
H 5.936 -5.204 4.101
H 4.973 0.654 1.850
H 6.216 0.327 2.921
H 4.674 -0.376 3.355
H 8.221 -2.015 2.851
C -1.360 6.405 -2.373
C -0.921 5.528 -3.591
C -1.161 3.972 -3.109
C -0.936 3.008 -4.230
C -1.911 3.390 -5.393
C -1.851 4.786 -5.917
N -1.740 5.698 -4.811
O -2.013 7.033 -5.079
C -0.566 5.012 -6.827
C -3.140 4.971 -6.692
C 0.588 5.808 -3.853
H -2.353 6.114 -2.030
H -1.457 7.445 -2.682
H -0.624 6.363 -1.570
H -0.621 3.714 -2.198
H -2.173 3.761 -2.762
H -0.890 2.007 -3.800
H 0.074 3.257 -4.553
H -2.908 3.094 -5.066
H -1.654 2.771 -6.253
H -0.354 6.081 -6.847
H 0.241 4.333 -6.553
H -0.781 4.749 -7.862
H -3.361 4.206 -7.436
H -3.799 5.035 -5.827
H -3.100 6.005 -7.035
H 0.580 6.625 -4.575
H 1.161 4.953 -4.210
H 1.144 6.170 -2.988
H -2.921 7.244 -4.852
C -2.113 -3.083 -5.336
C -3.631 -3.408 -5.289
C -4.434 -2.667 -4.148
C -4.837 -1.175 -4.337
C -5.628 -1.139 -5.655
C -4.941 -1.672 -6.860
N -4.321 -2.962 -6.548
O -3.887 -3.607 -7.704
C -6.032 -1.870 -7.984
C -3.833 -0.819 -7.393
C -3.802 -5.024 -4.998
H -1.582 -3.274 -4.404
H -2.039 -1.996 -5.370
H -1.677 -3.462 -6.259
H -5.230 -3.277 -3.719
H -3.754 -2.530 -3.307
H -3.968 -0.532 -4.474
H -5.356 -0.751 -3.477
H -5.765 -0.059 -5.724
H -6.594 -1.642 -5.626
H -5.683 -1.480 -8.940
H -6.323 -2.918 -8.056
H -7.045 -1.486 -7.858
H -4.288 0.172 -7.402
H -2.969 -0.765 -6.732
H -3.568 -1.158 -8.395
H -3.632 -5.417 -6.000
H -4.801 -5.382 -4.751
H -3.015 -5.378 -4.332
H -4.681 -4.064 -7.993
C 0.250 3.817 3.170
C 1.192 2.990 4.233
C 2.437 3.893 4.840
C 1.957 4.911 5.896
C 1.228 4.116 7.022
C 0.065 3.218 6.668
N 0.429 2.455 5.423
O -0.635 1.590 5.011
C -0.177 2.340 7.797
C -1.206 4.048 6.480
C 2.038 1.823 3.656
H -0.544 3.204 2.743
H 0.904 4.003 2.318
H -0.136 4.755 3.568
H 3.210 3.311 5.343
H 2.761 4.477 3.979
H 1.200 5.562 5.459
H 2.650 5.544 6.450
H 0.720 4.796 7.706
H 1.974 3.532 7.561
H 0.754 1.791 7.937
H -0.396 2.833 8.744
H -1.025 1.698 7.555
H -2.038 3.364 6.312
H -1.511 4.691 7.306
H -1.163 4.710 5.615
H 1.413 1.006 3.295
H 2.672 1.374 4.420
H 2.595 2.025 2.741
H -1.311 2.206 4.718
C -0.314 0.661 0.328
C -0.063 0.006 -0.989
C -1.330 -0.461 -1.626
O 0.640 0.750 -1.938
H -0.943 1.550 0.301
H 0.576 1.025 0.843
H -0.762 -0.043 1.029
H 0.612 -0.796 -0.690
H -1.899 -1.029 -0.889
H -1.098 -1.095 -2.482
H -1.958 0.322 -2.049
H 0.302 0.371 -2.753
C 3.540 3.897 -2.190
C 3.999 2.454 -2.280
C 3.815 1.446 -0.995
O 3.026 1.962 -3.213
H 3.897 4.349 -3.116
H 3.952 4.494 -1.377
H 2.451 3.935 -2.194
H 4.988 2.446 -2.738
H 4.704 1.490 -0.366
H 4.004 0.460 -1.419
H 2.841 1.516 -0.510
H 2.268 2.029 -2.629
C -4.397 2.680 0.359
C -5.660 1.969 0.955
C -5.915 0.600 0.454
O -5.679 2.020 2.304
H -3.470 2.224 0.706
H -4.276 3.747 0.549
H -4.274 2.473 -0.704
H -6.577 2.501 0.703
H -5.015 -0.009 0.382
H -6.269 0.793 -0.558
H -6.643 0.126 1.113
H -4.872 1.610 2.625
C 2.406 -0.875 -6.581
C 1.334 -1.031 -5.455
C 1.929 -1.638 -4.230
O 0.753 0.241 -5.253
H 3.378 -0.552 -6.208
H 2.073 -0.123 -7.296
H 2.634 -1.873 -6.955
H 0.524 -1.672 -5.802
H 2.460 -2.571 -4.422
H 1.115 -1.740 -3.513
H 2.501 -0.879 -3.697
H 1.391 0.826 -4.839
C 0.450 -5.609 -0.890
C -0.216 -4.354 -0.666
C -1.548 -4.462 0.036
O 0.565 -3.518 0.216
H -0.163 -6.448 -1.220
H 0.778 -5.952 0.092
H 1.391 -5.531 -1.435
H -0.250 -3.842 -1.628
H -1.299 -5.014 0.942
H -2.364 -4.840 -0.581
H -1.757 -3.428 0.310
H 0.897 -2.841 -0.378

59
Properties=species:S:1:pos:R:3 method="wB97M-V/def2-TZVPD" total_energy_ha=-10272.8178 total_charge=+2 multiplicity=6 max_force_ev_per_a=0.7 homo_lumo_gap_ev="7.45 / 6.18"
Ir 0.326 0.412 0.308
C -0.168 2.929 4.060
C 0.476 2.180 5.031
C 0.907 0.903 4.717
C 0.692 0.414 3.433
N 0.100 1.161 2.486
C -0.323 2.384 2.797
C 1.020 -0.974 3.034
C 1.522 -1.925 3.918
C 1.720 -3.222 3.471
C 1.400 -3.542 2.160
C 0.915 -2.544 1.330
N 0.744 -1.289 1.755
H -0.534 3.921 4.264
H 0.634 2.579 6.020
H 1.395 0.300 5.464
H -0.790 2.954 2.004
H 1.743 -1.668 4.942
H 2.110 -3.973 4.143
H 1.526 -4.542 1.778
H 0.661 -2.729 0.300
C -3.758 -1.588 0.104
N -3.696 -0.734 -1.064
C -4.281 -0.999 -2.269
C -4.028 0.057 -3.081
N -3.294 0.957 -2.362
C -2.802 2.215 -2.884
C -3.083 0.462 -1.129
Se -2.204 1.285 0.309
H -4.330 -2.475 -0.160
H -4.254 -1.058 0.917
H -2.744 -1.866 0.393
H -4.845 -1.894 -2.440
H -4.326 0.250 -4.092
H -3.445 2.522 -3.705
H -1.779 2.081 -3.241
H -2.842 2.965 -2.093
Cl 0.787 -2.145 -3.844
C -0.746 -1.378 -3.371
C -0.468 -0.629 -2.090
O -0.455 -1.270 -1.003
O -0.231 0.599 -2.103
H -1.485 -2.165 -3.217
H -1.052 -0.698 -4.166
Cl -0.989 5.270 -0.080
Ge -0.016 3.757 -1.240
Cl 1.176 4.616 -2.780
Cl 1.465 2.813 0.161
Br 5.509 -2.518 -0.066
C 4.407 -1.251 -0.912
C 4.756 -0.674 -2.127
C 3.892 0.262 -2.664
C 2.715 0.569 -1.999
N 2.373 0.000 -0.841
C 3.218 -0.877 -0.302
H 5.677 -0.942 -2.623
H 4.118 0.752 -3.598
H 2.025 1.290 -2.410
H 2.961 -1.292 0.658

Short version: energy above the lowest of the compared OMol25 structures with the same formula, charge and spin = 4.8771; 7.8227; 0.1187 eV, in the order given.